Entry 1:
C46H32I4N5O6P2Sn as an isolated structure in a non-equilibrium geometry, computed with the ωB97M-V functional and the def2-TZVPD basis.

Structure (XYZ):
```
96
C46H32I4N5O6P2Sn the ωB97M-V functional and the def2-TZVPD basis
I 7.99 -5.86 0.25
I -5.08 -8.54 -1.01
I 6.43 7.71 -1.06
I -7.32 5.97 -2.58
Sn 0.21 -0.10 -1.48
P 0.26 -0.06 2.63
P -1.91 1.21 2.03
O -2.13 1.93 -0.02
O 1.37 1.06 2.84
O -2.00 2.64 2.41
O -3.19 0.35 1.78
O 0.71 -1.44 2.56
O -0.62 0.44 1.35
N 0.43 -2.10 -0.43
N -0.80 1.77 4.49
N 2.26 0.32 -0.47
N -2.04 -0.62 -0.89
N 0.07 2.11 -0.71
C -6.01 3.82 -0.88
C 3.34 4.78 -1.89
C -0.48 -3.11 -0.38
C -0.91 4.12 -0.30
C 5.07 6.12 -0.92
C 5.05 5.34 0.22
C 5.96 -3.83 1.23
C 4.18 4.26 0.30
C 2.96 1.52 -0.54
C 1.04 3.09 -0.77
C 4.35 1.24 -0.40
C -3.75 -6.14 0.30
C -1.84 -3.05 -0.75
C 5.54 -4.59 -1.02
C -5.90 4.50 -2.08
C 3.33 3.96 -0.76
C 2.41 2.79 -0.72
C -1.85 -0.50 4.50
C -1.13 0.55 3.68
C -4.85 4.24 -2.95
C 0.43 4.35 -0.55
C 1.48 -4.08 0.14
C -3.02 1.56 -1.03
C -3.85 -1.81 -1.69
C 4.85 -3.00 1.15
C -2.52 -1.88 -1.08
C -4.01 2.57 -1.43
C 0.17 -4.35 0.00
C 1.66 -2.67 -0.14
C 3.17 -0.66 -0.26
C -4.02 -6.73 -0.93
C 4.08 -2.96 -0.01
C 4.21 5.85 -1.98
C 4.43 -3.76 -1.09
C -3.59 -6.13 -2.10
C 2.89 -2.06 -0.14
C 6.30 -4.62 0.14
C -3.05 -4.95 0.35
C -2.60 -4.33 -0.82
C -1.05 2.72 -0.40
C 4.48 -0.10 -0.21
C -4.13 -0.51 -1.91
C -5.06 2.86 -0.56
C -2.88 -4.94 -2.04
C -3.03 0.25 -1.34
C -3.91 3.27 -2.63
H -1.68 4.82 -0.04
H 6.55 -3.86 2.14
H -6.83 4.02 -0.21
H -4.10 -6.61 1.22
H 4.15 3.66 1.20
H -4.46 -2.66 -1.91
H 5.81 -5.21 -1.87
H -3.10 3.07 -3.31
H 3.84 -3.73 -1.99
H -3.80 -6.59 -3.05
H 5.15 1.96 -0.46
H -1.26 1.76 5.40
H 5.40 -0.65 -0.08
H -1.94 -1.42 3.92
H -3.06 -0.34 1.08
H -0.33 -5.29 0.13
H 2.27 -4.76 0.42
H -1.20 2.55 3.88
H 4.57 -2.39 2.00
H -2.85 -0.17 4.77
H 0.93 5.31 -0.52
H 2.16 0.90 2.29
H -5.13 2.33 0.38
H 2.67 4.56 -2.71
H 5.70 5.57 1.05
H -1.29 -0.75 5.41
H 4.22 6.47 -2.86
H 0.20 1.92 4.62
H -2.84 -4.49 1.31
H -4.77 4.79 -3.88
H -2.53 -4.47 -2.96
H -5.03 -0.09 -2.33
```

Calculated values
- LUMO energy: -3.978 eV
- Relative energy (zero: lowest compared OMol25 entry of this formula, charge and spin): 4.055 eV
- Total charge: +1
- Frontier orbital gap: 5.15 eV

Entry 2:
C46H34AsBeN3O4P as an isolated structure, computed with the ωB97M-V functional and the def2-TZVPD basis.

Structure (XYZ):
```
90
C46H34AsBeN3O4P the ωB97M-V functional and the def2-TZVPD basis
As 0.26 0.29 -1.36
P -1.02 -1.73 1.37
O -0.37 -1.62 5.33
O 0.58 2.63 2.98
O -3.26 0.62 1.97
O 0.03 -0.05 3.82
N -3.33 2.84 2.45
N 9.37 -0.68 -0.30
N -1.27 1.74 2.22
C -1.27 -1.99 3.19
C -3.56 -2.58 0.62
C -2.68 4.00 2.75
C 0.48 -0.30 -6.11
C -2.62 1.64 2.19
C -0.63 2.83 2.70
C 8.26 -0.52 -0.03
C -4.78 2.75 2.50
C 4.54 -0.58 -0.21
C 1.96 2.74 -1.12
C 2.10 4.12 -1.07
C -0.18 -1.21 -5.29
C -4.56 -3.47 0.25
C 1.65 0.43 1.61
C -2.96 2.87 -1.72
C 6.54 0.33 1.50
C -0.43 3.01 -1.42
C -4.27 -4.82 0.11
C 0.41 0.10 -3.34
C 0.70 2.18 -1.30
C 1.09 0.99 -4.17
C 2.75 -3.38 1.75
C 2.05 -3.64 -0.53
C 2.83 0.26 1.34
C 5.22 0.52 1.84
C -4.09 2.07 -1.85
C 6.88 -0.32 0.31
C 1.52 -2.81 2.07
C -0.47 -1.17 4.20
C -1.35 4.07 2.87
C 5.87 -0.77 -0.54
C 4.19 0.07 0.99
C -2.72 0.10 -1.68
C -0.20 -1.01 -3.92
C 3.02 -3.80 0.46
C -1.59 0.89 -1.55
C -3.97 0.69 -1.83
C -1.71 2.29 -1.58
C 0.99 4.94 -1.19
C -2.98 -5.27 0.36
C -1.98 -4.37 0.73
C 0.54 -2.66 1.09
C -2.26 -3.01 0.86
C 0.83 -3.07 -0.21
C -0.27 4.39 -1.37
C 1.12 0.79 -5.54
Be 0.27 0.85 2.60
H 1.34 -2.46 3.07
H -0.71 -1.72 -3.28
H -5.56 -3.11 0.07
H -5.12 2.34 3.46
H -3.06 3.95 -1.74
H 7.33 0.68 2.16
H -2.64 -0.98 -1.63
H -0.98 -4.74 0.92
H -3.79 -1.52 0.74
H 3.50 -3.49 2.52
H 6.14 -1.26 -1.47
H -3.32 4.87 2.89
H 0.50 -0.45 -7.18
H 2.25 -3.95 -1.55
H 1.59 1.85 -3.74
H 4.94 1.01 2.76
H -5.20 3.75 2.38
H -1.14 5.04 -1.44
H 3.75 -0.93 -0.86
H -5.04 -5.52 -0.19
H 1.10 6.01 -1.14
H 3.98 -4.24 0.22
H -2.32 -1.74 3.37
H 3.08 4.55 -0.92
H -1.14 -3.05 3.43
H 2.82 2.09 -1.00
H -0.67 -2.07 -5.72
H -2.74 -6.32 0.26
H -4.85 0.06 -1.92
H -0.82 4.97 3.13
H -5.06 2.52 -1.96
H -5.13 2.10 1.71
H 1.63 1.51 -6.18
H 0.07 -2.96 -0.98
```

Calculated values
- LUMO energy: 2.374 eV
- Relative energy (zero: lowest compared OMol25 entry of this formula, charge and spin): 0.000 eV
- Total charge: -1
- Frontier orbital gap: 7.93 eV

Entry 3:
C46H34BrCrN3OP2Te as an isolated structure, computed with the ωB97M-V functional and the def2-TZVPD basis.

Structure (XYZ):
```
89
C46H34BrCrN3OP2Te the ωB97M-V functional and the def2-TZVPD basis
Te 5.17 -1.53 -0.73
Br -6.56 -1.39 1.90
Cr 0.49 0.15 0.15
P 1.80 -1.22 -1.25
P 2.48 -0.64 1.29
O -0.66 -1.05 0.88
N -1.12 1.29 -0.41
N 5.49 -5.71 1.82
N 1.45 1.83 -0.87
C -1.97 -1.11 1.06
C -2.81 -0.04 0.71
C 0.94 3.92 -2.00
C -0.83 2.48 -1.14
C -3.87 -2.33 1.88
C 2.80 1.05 1.91
C 1.91 -0.50 -2.91
C 3.68 -3.46 4.69
C 4.04 1.70 1.81
C 4.14 3.05 2.09
C 1.59 -4.98 -2.82
C 2.79 -3.10 2.50
C -1.37 4.47 -2.39
C 0.71 -0.23 -3.56
C -4.19 -0.13 0.97
C 4.67 -4.48 -0.06
C 3.14 -3.96 3.52
C 0.66 -5.05 -0.60
C 4.80 -5.64 0.69
C -2.52 -2.26 1.64
C 3.87 -2.10 4.85
C 1.05 -5.70 -1.77
C -1.77 3.30 -1.72
C 2.97 -1.72 2.65
C 1.69 1.78 2.31
C 5.29 -3.32 0.38
C 1.75 -3.60 -2.72
C -4.71 -1.26 1.55
C 0.70 0.38 -4.80
C 6.03 -3.39 1.56
C -2.32 1.14 0.06
C 0.84 -3.68 -0.49
C 1.39 -2.95 -1.55
C 3.20 -1.06 -0.22
C 3.50 -1.23 3.83
C 2.33 4.14 -2.17
C 1.89 0.75 -5.41
C 3.22 3.21 -1.72
C -0.04 4.79 -2.51
C 3.11 -0.14 -3.53
C 2.73 2.05 -1.09
C 3.10 0.48 -4.77
C 6.10 -4.60 2.23
C 1.79 3.14 2.59
C 3.01 3.78 2.46
C 0.55 2.75 -1.32
H -1.86 -3.08 1.90
H -0.24 0.58 -5.30
H 3.96 -4.14 5.49
H 4.91 1.14 1.50
H -0.23 -0.50 -3.10
H 0.23 -5.61 0.22
H 0.73 1.28 2.47
H 5.10 3.54 2.02
H 4.30 -1.71 5.76
H 2.17 -3.05 -3.55
H 0.53 -3.17 0.41
H 0.92 -6.77 -1.86
H 4.28 3.32 -1.84
H -4.30 -3.21 2.34
H 3.10 4.83 2.67
H 4.03 0.75 -5.24
H 0.92 3.70 2.90
H 4.09 -4.49 -0.98
H 3.40 1.28 -0.76
H 6.66 -4.68 3.15
H 1.88 -5.48 -3.73
H -2.12 5.11 -2.82
H 3.00 -5.03 3.39
H 4.32 -6.55 0.37
H 0.27 5.69 -3.02
H -3.04 1.95 -0.05
H 2.67 5.04 -2.67
H 3.64 -0.16 3.97
H 1.89 1.23 -6.37
H -4.84 0.70 0.71
H -2.82 3.06 -1.70
H 2.40 -3.50 1.57
H 4.05 -0.36 -3.06
H 6.54 -2.52 1.95
```

Calculated values
- LUMO energy (spin up / spin down): -3.594 / -3.555 eV
- Relative energy (zero: lowest compared OMol25 entry of this formula, charge and spin): 0.000 eV
- Total charge: +1
- Spin multiplicity: 2
- Frontier orbital gap (spin up / spin down): 6.36 / 6.41 eV

Entry 4:
C46H34IMnOP2S as an isolated structure in a non-equilibrium geometry, computed with the ωB97M-V functional and the def2-TZVPD basis.

Structure (XYZ):
```
86
C46H34IMnOP2S the ωB97M-V functional and the def2-TZVPD basis
I -0.27 1.35 -2.11
Mn 0.22 0.23 0.14
S 0.35 -1.87 -0.85
P 2.36 -0.21 0.87
P -1.37 -0.82 1.52
O -0.03 -2.10 -2.25
C -1.68 -0.64 3.29
C 0.25 3.20 0.16
C 2.44 -3.58 -1.41
C 4.23 -2.24 0.26
C -0.57 -4.40 -0.22
C -2.90 -0.20 3.79
C 4.43 2.24 -1.59
C -2.08 -0.47 6.04
C 0.59 5.50 -1.48
C 2.80 0.52 4.87
C 2.94 -1.86 4.57
C 3.63 0.95 0.28
C 0.29 4.65 2.12
C -0.86 -0.90 5.54
C -3.10 -0.11 5.16
C -5.22 0.47 -0.64
C 0.21 3.14 -1.26
C -4.35 1.41 -0.12
C 2.64 -0.43 2.65
C 0.37 4.50 0.72
C -0.65 -0.98 4.18
C 4.63 -3.37 -0.43
C 5.60 2.31 0.51
C -1.92 -4.89 1.71
C -3.82 -1.31 0.18
C 0.15 2.03 1.00
C 2.95 -0.76 5.40
C -1.93 -3.54 2.06
C -1.25 -2.62 1.27
C 4.68 1.42 1.06
C 2.65 0.68 3.50
C -1.26 -5.31 0.56
C 5.47 2.72 -0.81
C 0.02 2.27 2.35
C -0.54 -3.07 0.16
C 3.74 -4.03 -1.28
C 0.54 5.63 -0.12
C 2.79 -1.70 3.20
C -2.93 -0.37 0.70
C 2.04 -2.48 -0.66
C -4.96 -0.89 -0.50
C 2.92 -1.78 0.14
C -3.20 0.99 0.55
C 3.51 1.36 -1.05
C 0.08 3.57 2.91
C 0.39 4.23 -2.07
H -0.06 -1.18 6.22
H -3.69 0.08 3.11
H 2.70 0.99 -1.67
H 3.08 -0.88 6.47
H 2.81 1.38 5.52
H -0.08 -4.72 -1.13
H 3.06 -2.86 4.98
H -2.48 -3.21 2.93
H 5.65 -3.73 -0.33
H -2.24 -0.41 7.10
H 0.35 4.14 -3.15
H -5.64 -1.62 -0.91
H 0.36 5.65 2.55
H -1.29 -6.35 0.28
H -0.07 1.44 3.04
H -3.63 -2.37 0.29
H 4.34 2.55 -2.62
H -2.51 1.73 0.95
H 0.31 -1.31 3.80
H -6.11 0.79 -1.17
H 2.79 -2.57 2.56
H -0.01 3.68 3.99
H 2.53 1.68 3.09
H 4.79 1.10 2.08
H 0.72 6.37 -2.11
H -4.55 2.46 -0.23
H 6.41 2.67 1.12
H 4.94 -1.69 0.87
H 4.07 -4.89 -1.85
H 0.62 6.60 0.33
H -4.05 0.23 5.54
H 6.19 3.42 -1.22
H -2.45 -5.60 2.33
H 1.77 -4.04 -2.12
```

Calculated values
- LUMO energy (spin up / spin down): -2.698 / -2.529 eV
- Relative energy (zero: lowest compared OMol25 entry of this formula, charge and spin): 0.000 eV
- Total charge: +1
- Spin multiplicity: 2
- Frontier orbital gap (spin up / spin down): 7.54 / 7.88 eV

Entry 5:
C46H36Cl5F4N3SbV as an isolated structure in a non-equilibrium geometry, computed with the ωB97M-V functional and the def2-TZVPD basis.

Structure (XYZ):
```
96
C46H36Cl5F4N3SbV the ωB97M-V functional and the def2-TZVPD basis
Sb -0.12 2.32 -0.61
V -0.05 -2.25 0.05
Cl 2.95 -0.42 -5.59
Cl -0.51 -3.23 -2.49
Cl 0.73 -2.62 -5.31
Cl 2.79 0.36 -0.25
Cl 3.95 1.09 -3.05
F -4.42 -0.63 1.88
F -1.70 -0.60 -2.07
F -5.91 1.20 0.82
F -3.23 1.30 -3.05
N 1.85 -3.51 0.13
N -2.10 -1.74 0.38
N -1.23 -4.45 0.62
C -3.52 5.21 -0.64
C -3.53 0.82 -1.83
C 0.20 2.97 -2.62
C 0.44 4.30 -2.99
C 3.17 -5.18 1.24
C 2.12 -0.40 -1.67
C 1.78 0.18 3.98
C 2.26 -0.77 -4.05
C 1.27 -1.73 -3.93
C 0.09 -0.28 2.33
C 0.19 2.00 -3.62
C -2.94 -0.76 -0.04
C 0.66 4.64 -4.31
C -2.57 -2.54 1.52
C 3.60 4.59 0.18
C -4.64 1.31 -1.16
C -4.87 0.76 0.08
C 1.39 3.60 0.25
C -1.76 3.62 -0.12
C 1.86 -1.84 2.63
C 0.73 -1.96 -2.67
C 2.30 4.72 2.19
C 3.14 -3.77 3.58
C 2.52 -3.18 2.47
C 3.78 -5.00 3.54
C -4.07 -0.23 0.63
C -1.68 -3.74 1.82
C -2.40 4.48 -1.02
C 0.73 -1.46 1.87
C 2.70 -0.10 -2.91
C -2.36 -4.84 -0.21
C 2.53 -3.94 1.29
C 0.66 3.66 -5.29
C 3.80 -5.71 2.35
C 0.42 2.34 -4.95
C 2.40 -1.00 3.62
C -2.72 -0.16 -1.30
C -3.43 4.23 1.54
C 0.58 0.51 3.36
C 1.07 -1.29 -1.50
C -4.03 5.09 0.64
C 2.58 3.88 -0.43
C 1.28 4.02 1.57
C -2.31 3.50 1.16
C 3.46 5.01 1.50
C -0.44 -5.60 1.00
H 0.40 -5.28 1.62
H -3.59 -2.90 1.32
H -3.84 4.11 2.54
H 0.42 1.57 -5.71
H 2.05 -2.52 -0.05
H -5.25 2.09 -1.57
H -2.24 -4.41 2.50
H 3.16 -5.73 0.31
H -1.87 2.81 1.88
H 4.29 -6.67 2.29
H 4.27 5.55 1.98
H -1.04 -6.32 1.58
H 0.04 1.41 3.66
H -2.02 4.58 -2.03
H -2.62 -1.96 2.45
H -0.02 0.97 -3.37
H 4.51 4.80 -0.36
H 3.34 -1.25 4.09
H -4.92 5.64 0.92
H 0.46 5.07 -2.22
H -2.01 -5.44 -1.05
H 2.22 0.82 4.73
H 4.25 -5.39 4.43
H 2.07 -4.05 -0.69
H 0.84 5.68 -4.58
H 2.71 3.55 -1.45
H 2.18 5.04 3.22
H -0.77 -3.42 2.35
H -0.05 -6.10 0.11
H -0.82 0.02 1.84
H -3.99 5.87 -1.36
H 0.84 3.93 -6.33
H 3.10 -3.24 4.52
H -2.86 -3.96 -0.60
H -3.09 -5.44 0.37
H 0.37 3.81 2.13
```

Calculated values
- LUMO energy (spin up / spin down): 2.266 / 2.265 eV
- Relative energy (zero: lowest compared OMol25 entry of this formula, charge and spin): 0.000 eV
- Total charge: -1
- Spin multiplicity: 4
- Frontier orbital gap (spin up / spin down): 6.10 / 6.87 eV

| no. | E (a.u.) | molar mass (g mol⁻¹) |
| --- | --- | --- |
| 1 | -4585.09454 | 1439.1 |
| 2 | -4830.65927 | 807.7 |
| 3 | -6581.83833 | 966.2 |
| 4 | -4377.92335 | 878.6 |
| 5 | -5823.47662 | 1056.8 |